(1)
Molecular formula: C4H14NO3
Method: DFT, the ωB97M-V functional and the def2-TZVPD basis

## Properties
Kohn-Sham gap in eV: 8.26
LUMO level in eV: 3.89
E in hartree: -441.304748
HOMO level in eV: -4.4

Geometry as ORCA input:
```
! RIJCOSX wB97M-V def2-TZVPD def2/J DEFGRID3
* xyz -1 1
C -1.20479 1.27373 -0.83212
O -0.15157 0.64867 -1.55162
C -2.24424 0.23159 -0.42375
C -1.80619 -0.47863 0.85810
C -0.35340 -0.93801 0.95658
N -0.07608 -2.05550 0.01162
H -0.84784 1.83513 0.03471
H -1.61693 2.04602 -1.50460
H -3.17717 0.76052 -0.21252
H -2.36095 -0.37699 -1.32390
H -1.89552 0.26546 1.66376
H -2.45691 -1.30278 1.14519
H -0.22772 -1.31621 1.97703
H 0.35372 -0.13820 0.73452
H 0.04210 -1.61051 -0.89541
H 0.87828 -2.34627 0.21668
H 3.99493 -0.72129 1.01204
H 3.53393 0.38018 0.07717
O 4.28446 -0.29696 0.19275
H 0.69789 1.03969 -1.20738
H 2.51991 1.94075 -0.66098
O 2.11410 1.15959 -0.26788
*
```

Here are the Mulliken charges for atoms 1 to 6, given in e: number 1, C, carries -0.603; number 2, O, carries -0.555; number 3, C, carries -0.561; number 4, C, carries -0.821; number 5, C, carries -0.204; number 6, N, carries -0.820

(2)
Molecular formula: CH4N3OS
Method: DFT, the ωB97M-V functional and the def2-TZVPD basis

## Properties
Kohn-Sham gap (spin up / spin down) in eV: 8.77 / 8.77
LUMO level (spin up / spin down) in eV: -6.69 / -6.69
E in hartree: -677.836392
HOMO level (spin up / spin down) in eV: -15.5 / -15.5

Geometry as ORCA input:
```
! RIJCOSX wB97M-V def2-TZVPD def2/J DEFGRID3
* xyz 1 1
C 1.81490 -0.14549 -0.13243
N 1.36945 0.86762 -0.53134
N -1.96713 -0.83332 -0.50480
N -0.49873 0.50997 0.77925
O 1.93453 -1.22472 0.25977
S -0.90779 -1.05278 0.55381
H 1.74481 1.64516 -1.00691
H -2.52675 -1.66375 -0.71148
H 0.17907 0.94692 1.26125
H -1.14235 0.95038 0.03287
*
```

Here are the Mulliken charges for atoms 1 to 6, given in e: number 1, C, carries 0.694; number 2, N, carries -0.408; number 3, N, carries -0.419; number 4, N, carries -0.333; number 5, O, carries -0.394; number 6, S, carries 0.612

(3)
Molecular formula: C40H36ClIKN4O
Method: DFT, the ωB97M-V functional and the def2-TZVPD basis

## Properties
Kohn-Sham gap in eV: 5.64
LUMO level in eV: 2.06
E in hartree: -3198.032263
HOMO level in eV: -3.6

Geometry as ORCA input:
```
! RIJCOSX wB97M-V def2-TZVPD def2/J DEFGRID3
* xyz -1 1
K -0.76697 -0.00479 0.45526
C -4.15013 3.81853 -0.47448
C -5.38936 3.23754 -0.25348
C -5.48101 1.86347 -0.21153
C -4.34004 1.06712 -0.39365
N -3.14261 1.63885 -0.58557
C -3.07077 2.96561 -0.62510
C -4.43968 -0.42590 -0.33541
C -5.64832 -0.99362 -0.75726
C -5.84990 -2.35965 -0.66228
C -4.83331 -3.13914 -0.12022
C -3.64116 -2.54091 0.26839
C -3.34292 -1.16145 0.16701
H -4.01246 4.89002 -0.50543
H -6.27028 3.84987 -0.09806
H -6.42804 1.38675 -0.00278
H -2.07971 3.37802 -0.77519
H -6.43410 -0.38278 -1.18793
H -6.77777 -2.80397 -1.00358
H -4.97425 -4.21012 -0.01625
H -2.88547 -3.21243 0.67377
C 3.30763 0.68744 1.90466
C 3.47521 1.50101 0.65627
C 4.11540 2.73476 0.66682
C 4.27061 3.47282 -0.49666
C 3.78304 2.97608 -1.69523
C 3.12061 1.75480 -1.74432
C 2.54100 1.23334 -3.02809
C 2.98151 1.03481 -0.56141
N 2.23093 -0.17337 -0.57636
C 2.78256 -1.27462 -0.86889
C 4.24148 -1.47010 -1.19290
C 1.89759 -2.53088 -0.90114
C 2.53940 -3.79111 -1.42208
N 0.70278 -2.41762 -0.49918
C -0.15031 -3.55856 -0.49301
C -1.07742 -3.70939 -1.51864
C -1.25312 -2.64139 -2.55573
C -1.89533 -4.83211 -1.49571
C -1.82415 -5.74889 -0.45987
C -0.93557 -5.53782 0.58310
C -0.08126 -4.44081 0.58311
C 0.86725 -4.19337 1.72170
H 3.60326 1.26227 2.78138
H 3.92294 -0.21635 1.86972
H 2.27265 0.37157 2.03648
H 4.47760 3.12329 1.61124
H 4.75378 4.44013 -0.46426
H 3.88667 3.55318 -2.60660
H 2.58643 1.99658 -3.80452
H 1.49954 0.93288 -2.89898
H 3.07914 0.35556 -3.39515
H 4.79599 -0.54303 -1.06310
H 4.36309 -1.81000 -2.22406
H 4.67986 -2.23819 -0.55437
H 2.95368 -3.62528 -2.41779
H 1.81940 -4.60452 -1.46956
H 3.36963 -4.09256 -0.78133
H -0.32154 -2.39630 -3.07027
H -1.62708 -1.73100 -2.07996
H -1.98595 -2.95198 -3.29903
H -2.63355 -4.95286 -2.27854
H -2.49251 -6.59937 -0.44153
H -0.90423 -6.22470 1.42044
H 0.68827 -4.90820 2.52381
H 0.74797 -3.18792 2.12846
H 1.91206 -4.29163 1.41629
Cl 1.55272 6.18010 4.06758
C 1.07651 4.56704 3.56645
C 0.91559 3.59170 4.50568
C 0.54432 2.29447 4.14009
I 0.38891 0.83885 5.61515
C 0.30804 1.89263 2.81152
O -0.00204 0.73053 2.45851
C 0.50230 2.96762 1.81873
N 0.33138 2.62444 0.51380
C 0.53465 3.52525 -0.41034
C 0.89999 4.85482 -0.13527
C 1.06418 5.22756 1.16457
C 0.88187 4.27808 2.19456
H 1.08257 3.82738 5.54868
H 0.39616 3.20543 -1.43884
H 1.05009 5.55634 -0.94543
H 1.34410 6.24019 1.42308
*
```

Here are the Mulliken charges for atoms 1 to 6, given in e: number 1, K, carries 0.727; number 2, C, carries -0.877; number 3, C, carries -0.342; number 4, C, carries -0.855; number 5, C, carries 0.199; number 6, N, carries -0.006

Energy relative to the best compared isomer or geometry (same formula, charge and spin) for the records above, in order: 0.382, 2.188, 0.000 eV